# 1
Computed, not measured: a 2-piece molecular cluster, C3H11N3 overall at a distorted geometry, with ωB97M-V/def2-TZVPD.

The geometry in XYZ format:
```
17
Properties=species:S:1:pos:R:3:lowdin_charge:R:1
C 2.32 -0.24 1.18 -0.1568
N 1.16 0.09 0.40 -0.2185
C 1.33 0.00 -1.06 -0.1283
H 2.16 -1.13 1.85 0.0840
H 3.23 -0.49 0.58 0.0820
H 2.55 0.59 1.83 0.0683
H 0.97 1.09 0.56 0.1074
H 2.11 0.61 -1.50 0.0696
H 0.37 0.24 -1.49 0.0523
H 1.69 -1.04 -1.26 0.0928
N -1.80 0.14 0.58 0.0694
C -2.67 0.22 -0.48 -0.3681
N -3.98 -0.06 -0.46 0.0160
H -0.90 -0.22 0.59 0.0035
H -2.17 0.17 1.55 0.1113
H -2.15 -0.09 -1.42 0.1099
H -4.24 0.13 -1.43 0.0052
```

maximum force	4.52	eV/Å
LUMO	0.8	eV
frontier orbital gap	9.64	eV

# 2
Computed, not measured: a 2-piece molecular cluster, C3H11N3 overall at a distorted geometry, with ωB97M-V/def2-TZVPD.

The geometry in XYZ format:
```
17
Properties=species:S:1:pos:R:3:lowdin_charge:R:1
C 2.99 0.38 0.92 -0.0392
C 2.28 0.44 -0.21 -0.3117
N 1.27 1.38 -0.48 0.0143
H 2.84 1.14 1.67 0.0407
H 3.86 -0.26 1.00 0.0331
H 2.48 -0.20 -1.06 0.0941
H 1.08 2.00 0.28 0.0698
H 0.41 0.97 -0.80 0.0335
N -1.32 0.11 0.59 -0.0214
C -1.79 -1.13 -0.05 -0.3925
N -2.46 -1.03 -1.29 -0.0023
H -2.06 0.80 0.66 0.0656
H -1.04 -0.03 1.57 0.0725
H -1.00 -1.89 -0.10 0.1089
H -2.46 -1.59 0.69 0.0988
H -3.25 -0.38 -1.36 0.0705
H -1.84 -0.71 -2.03 0.0653
```

maximum force	2.42	eV/Å
LUMO	0.9	eV
frontier orbital gap	9.04	eV

# 3
Computed, not measured: one molecule with the formula C3H11N3 at a distorted geometry, with ωB97M-V/def2-TZVPD.

The geometry in XYZ format:
```
17
Properties=species:S:1:pos:R:3:lowdin_charge:R:1
C 0.36 -0.74 0.77 -0.2576
N -0.12 -0.13 -0.48 -0.0910
C 0.80 -0.16 -1.59 -0.3558
N 0.23 0.50 -2.77 -0.0050
C -0.64 -0.48 1.86 -0.2949
N -0.62 0.93 2.31 -0.0021
H 1.38 -0.42 0.98 0.1134
H 0.48 -1.83 0.60 0.1114
H -1.06 -0.51 -0.60 0.1119
H 0.98 -1.19 -1.92 0.1132
H 1.72 0.30 -1.22 0.1116
H 0.26 1.52 -2.69 0.0644
H 0.90 0.25 -3.51 0.0629
H -1.62 -0.74 1.45 0.1009
H -0.50 -1.19 2.69 0.1076
H -1.27 1.00 3.06 0.0513
H -0.98 1.46 1.52 0.0578
```

maximum force	1.82	eV/Å
LUMO	1.2	eV
frontier orbital gap	9.81	eV

# 4
Computed, not measured: a 2-piece molecular cluster, C3H11N3 overall at a distorted geometry, with ωB97M-V/def2-TZVPD.

The geometry in XYZ format:
```
17
Properties=species:S:1:pos:R:3:lowdin_charge:R:1
C 2.13 0.87 -0.59 0.2076
C 3.35 1.47 -0.23 -0.1012
N 3.48 2.47 0.61 0.2211
H 1.36 0.67 0.11 0.0843
H 1.95 0.67 -1.64 0.1095
H 4.24 1.04 -0.67 0.1585
H 2.65 3.06 0.72 0.1602
H 4.37 2.94 0.56 0.1569
N -2.00 -2.48 0.15 -0.0196
C -2.96 -1.41 -0.20 -0.3890
N -2.69 -0.32 0.70 -0.0129
H -2.44 -3.01 0.89 0.0671
H -1.90 -3.11 -0.64 0.0603
H -2.78 -1.16 -1.25 0.0996
H -3.98 -1.82 -0.15 0.1024
H -1.80 -0.50 1.12 0.0401
H -2.98 0.62 0.50 0.0552
```

multiplicity	2
total charge	+1
maximum force	1.39	eV/Å
LUMO (alpha / beta)	-5.1 / -7.3	eV
frontier orbital gap (alpha / beta)	5.98 / 3.76	eV

# 5
Computed, not measured: C3H11N3O as an isolated structure at a distorted geometry, with ωB97M-V/def2-TZVPD.

The geometry in XYZ format:
```
18
Properties=species:S:1:pos:R:3:lowdin_charge:R:1
C -1.99 -0.03 -0.02 -0.0557
C -0.49 -0.29 0.18 -0.4469
N -0.10 -0.58 1.55 0.0376
N 1.09 1.57 0.55 0.0390
C 0.36 0.82 -0.37 -0.2260
H -0.55 0.06 2.20 0.0786
H -0.38 -1.53 1.80 0.0795
H 1.76 2.22 0.17 0.0861
H 1.48 1.00 1.30 0.0731
H -0.14 1.45 -1.11 0.1294
H -2.57 -0.89 0.32 0.0743
H -2.31 0.85 0.54 0.0780
H -2.22 0.13 -1.07 0.0782
N 1.71 -0.89 -1.73 -0.0866
O 0.91 -1.88 -1.61 -0.2018
H -0.23 -1.20 -0.42 0.1041
H 2.49 -0.98 -1.04 0.0925
H 1.16 0.16 -1.23 0.0665
```

maximum force	1.42	eV/Å
LUMO (alpha / beta)	0.1 / 0.1	eV
frontier orbital gap (alpha / beta)	8.04 / 8.04	eV

# 6
Computed, not measured: C3H11N3O as an isolated structure at a distorted geometry, with ωB97M-V/def2-TZVPD.

The geometry in XYZ format:
```
18
Properties=species:S:1:pos:R:3:lowdin_charge:R:1
C -2.39 -0.02 0.32 -0.0251
C -1.04 0.36 -0.26 -0.4807
N -0.07 0.68 2.06 -0.0196
C 0.06 0.63 0.63 -0.2868
O -0.86 0.20 -1.50 -0.0687
H 0.65 -0.70 -1.61 0.0901
H -0.68 1.43 2.39 0.0601
H -0.42 -0.19 2.45 0.0577
H 0.72 1.41 0.25 0.1046
H -3.14 0.04 -0.46 0.0780
H -2.37 -1.05 0.69 0.0856
H -2.66 0.62 1.16 0.0684
N 1.46 -1.02 -1.01 -0.0627
N 2.70 -0.39 -1.40 -0.0066
H 3.06 0.08 -0.57 0.0728
H 1.57 -2.03 -1.06 0.1208
H 0.94 -0.38 0.00 0.1334
H 2.49 0.33 -2.08 0.0786
```

maximum force	1.18	eV/Å
LUMO	0.9	eV
frontier orbital gap	8.74	eV

# 7
Computed, not measured: a 2-piece molecular cluster, C3H11N3O2 overall at a distorted geometry, with ωB97M-V/def2-TZVPD.

The geometry in XYZ format:
```
19
Properties=species:S:1:pos:R:3:lowdin_charge:R:1
N -0.17 -0.08 0.84 0.1014
C -1.58 0.34 0.68 -0.1826
C -2.53 -0.83 0.83 -0.2868
N -3.90 -0.33 0.69 -0.0065
H -0.06 -0.68 1.64 0.1472
H 0.19 -0.62 -0.04 0.0876
H 0.60 0.65 0.78 0.0521
H -1.76 1.07 1.47 0.1209
H -1.71 0.83 -0.29 0.1313
H -2.23 -1.59 0.11 0.1151
H -2.43 -1.24 1.84 0.1162
H -4.15 -0.34 -0.30 0.0693
H -4.54 -1.03 1.06 0.0649
N 3.25 0.41 -1.48 0.1431
C 2.08 0.26 -0.76 -0.7446
O 1.90 1.00 0.24 -0.0462
O 1.25 -0.63 -1.14 -0.0615
H 3.20 0.07 -2.42 0.0888
H 3.67 1.31 -1.36 0.0904
```

maximum force	2.36	eV/Å
LUMO	0.7	eV
frontier orbital gap	10.09	eV

# 8
Computed, not measured: a 2-piece molecular cluster, C3H11N3O2 overall at a distorted geometry, with ωB97M-V/def2-TZVPD.

The geometry in XYZ format:
```
19
Properties=species:S:1:pos:R:3:lowdin_charge:R:1
O -0.06 -0.56 -1.64 0.0572
C 0.36 -0.41 -0.51 -0.5051
N -0.34 -0.54 0.64 0.0575
C -1.62 -1.32 0.60 -0.2446
N -2.59 -0.87 -0.35 0.0142
C 1.84 -0.04 -0.24 -0.1834
N 2.55 0.43 -1.46 0.0056
H -0.02 -0.15 1.50 0.1036
H -1.41 -2.37 0.41 0.1162
H -2.07 -1.09 1.56 0.1146
H -2.31 -0.90 -1.32 0.0595
H -3.04 0.00 -0.10 0.0708
H 2.39 -0.95 -0.01 0.1144
H 1.95 0.69 0.57 0.0964
H 2.07 1.19 -1.91 0.0604
H 2.72 -0.43 -1.92 0.0547
H -0.11 1.95 2.04 0.0199
H 0.17 2.86 0.76 0.0348
O -0.49 2.51 1.36 -0.0466
```

maximum force	2.65	eV/Å
LUMO	0.4	eV
frontier orbital gap	9.31	eV

# 9
Computed, not measured: a 2-piece molecular cluster, C3H11N3OP overall at a distorted geometry, with ωB97M-V/def2-TZVPD.

The geometry in XYZ format:
```
19
Properties=species:S:1:pos:R:3:lowdin_charge:R:1
C 1.28 1.37 1.41 -0.4073
C -2.81 -1.94 -1.53 -0.1395
C 0.21 -1.48 -2.15 -0.1457
N 2.30 1.81 2.22 0.2175
N 0.07 1.96 1.47 0.1970
N 1.42 0.47 0.45 0.2033
O -1.20 0.03 -0.22 -0.4048
P -1.20 -1.10 -1.18 0.7697
H -2.45 -2.90 -1.97 0.0717
H -3.18 -2.04 -0.58 0.0065
H -3.27 -1.23 -2.22 0.0656
H 0.08 -2.39 -2.60 -0.0374
H 1.10 -0.94 -1.76 -0.0023
H 0.79 -0.14 0.00 0.0286
H 2.22 2.56 2.89 0.1351
H 3.18 1.43 2.18 0.0913
H -0.21 2.77 2.03 0.1458
H -0.76 1.52 1.21 0.0608
H 2.41 0.24 0.35 0.1440
```

total charge	+1
maximum force	5.83	eV/Å
LUMO	-2.9	eV
frontier orbital gap	9.56	eV

# 10
Computed, not measured: a 2-piece molecular cluster, C3H11N4 overall at a distorted geometry, with ωB97M-V/def2-TZVPD.

The geometry in XYZ format:
```
18
Properties=species:S:1:pos:R:3:lowdin_charge:R:1
C -1.39 0.10 0.07 -0.3776
C -2.91 0.22 0.11 0.0390
C -0.02 2.20 0.22 0.1411
N -0.74 -1.03 0.16 0.1766
N 1.87 -1.31 0.45 -0.0646
N -0.76 1.20 0.31 0.1308
N 2.47 -0.40 -0.55 -0.0162
H -3.07 0.26 1.08 0.0413
H -3.37 -0.57 -0.49 0.0949
H -3.37 1.24 -0.23 0.1422
H 0.47 2.36 -0.64 0.0660
H 0.21 2.81 1.03 0.0844
H 3.06 0.24 -0.02 0.0777
H -1.21 -1.81 -0.28 0.1306
H 1.87 -2.22 0.02 0.0982
H 2.41 -1.55 1.25 0.0961
H 3.09 -0.84 -1.22 0.0775
H 0.37 -1.10 0.28 0.0621
```

total charge	+1
maximum force	5.38	eV/Å
LUMO	-3.5	eV
frontier orbital gap	10.07	eV

# 11
Computed, not measured: an isolated ion of composition C3H11N4 and charge +1 at a distorted geometry, with ωB97M-V/def2-TZVPD.

The geometry in XYZ format:
```
18
Properties=species:S:1:pos:R:3:lowdin_charge:R:1
C -0.48 -1.02 -1.60 -0.5675
C 1.09 1.38 0.54 -0.0177
C -0.11 -0.30 1.75 0.0328
N -0.20 -2.22 -1.39 0.1571
N -0.92 -0.65 -2.81 0.1424
N -0.51 0.02 -0.61 0.0785
N 0.47 0.05 0.42 -0.2151
H 0.30 2.20 0.53 0.1367
H 1.65 1.68 1.40 0.0998
H 1.73 1.52 -0.38 0.1323
H -0.41 0.69 2.26 0.1469
H -0.84 -1.04 1.70 0.0915
H 0.75 -0.55 2.32 0.0978
H -0.07 -2.43 -0.42 0.0307
H -1.02 -1.40 -3.44 0.1015
H -1.47 0.21 -3.09 0.1575
H -0.45 0.90 -1.17 0.1482
H 1.31 -0.58 0.02 0.2466
```

total charge	+1
maximum force	4.14	eV/Å
LUMO	-3.4	eV
frontier orbital gap	10.02	eV

# 12
Computed, not measured: a 3-piece molecular cluster, C3H11N4 overall at a distorted geometry, with ωB97M-V/def2-TZVPD.

The geometry in XYZ format:
```
18
Properties=species:S:1:pos:R:3:lowdin_charge:R:1
C -0.30 0.08 2.90 -0.1318
C 0.92 0.44 2.04 -0.3189
C 0.95 -0.42 0.80 -0.1816
N -1.10 0.01 -1.28 0.0258
N -1.12 0.29 -0.21 0.1028
N 2.09 -1.05 0.63 0.0805
N -1.60 0.31 -3.90 0.2704
H -0.11 -0.91 3.48 0.1089
H -0.30 0.92 3.62 0.0695
H -1.17 0.17 2.14 0.0621
H 0.82 1.56 1.75 0.1421
H 1.89 0.23 2.46 0.0764
H -1.74 0.19 -2.84 0.0578
H 2.24 -1.47 -0.26 0.0857
H 2.87 -1.12 1.24 0.0971
H -2.20 -0.38 -4.32 0.1465
H -1.50 1.23 -4.34 0.1566
H -0.65 -0.10 -3.90 0.1499
```

total charge	+1
maximum force	2.68	eV/Å
LUMO	-3.8	eV
frontier orbital gap	7.07	eV

# 13
Computed, not measured: an isolated ion of composition C3H11N4 and charge +1 at a distorted geometry, with ωB97M-V/def2-TZVPD.

The geometry in XYZ format:
```
18
Properties=species:S:1:pos:R:3:lowdin_charge:R:1
C -1.72 -0.06 -0.02 -0.5650
C 1.76 -1.39 0.16 -0.0089
C 1.26 0.88 -0.66 -0.0136
N -0.77 -0.89 0.20 0.2148
N -2.91 -0.60 -0.41 0.1881
N -1.78 1.25 0.23 0.1948
N 0.83 -0.16 0.34 -0.1249
H 2.81 -0.95 0.14 0.1101
H 1.49 -2.04 1.09 0.1323
H 1.47 -1.98 -0.69 0.0840
H 0.83 1.84 -0.50 0.0612
H 2.34 0.97 -0.39 0.1097
H 1.13 0.62 -1.71 0.1157
H -2.88 -1.49 -0.82 0.0974
H -3.68 -0.43 0.11 0.0791
H -1.00 1.84 0.34 0.0777
H -2.64 1.64 -0.10 0.1266
H 0.96 0.11 1.26 0.1207
```

total charge	+1
maximum force	5.24	eV/Å
LUMO	-3.2	eV
frontier orbital gap	11.02	eV

# 14
Computed, not measured: a 2-piece molecular cluster, C3H11N4O overall, with ωB97M-V/def2-TZVPD.

The geometry in XYZ format:
```
19
Properties=species:S:1:pos:R:3:lowdin_charge:R:1
N 0.72 -3.05 -0.32 0.0230
C 0.09 -1.74 -0.11 -0.7108
N -0.04 -0.97 -1.18 0.0047
N -0.35 -1.47 1.11 0.0013
H 1.08 -3.34 0.58 0.0361
H 1.53 -2.92 -0.91 0.0440
H 0.13 -1.56 -1.99 0.0028
H 0.47 0.80 -1.83 0.0149
H -0.20 -2.30 1.67 -0.0184
C 0.63 1.81 -0.26 -0.3147
O 0.77 1.72 -1.67 -0.1368
C -0.84 1.86 0.14 -0.3141
N -0.95 1.45 1.53 -0.0389
H 1.08 0.96 0.26 0.0890
H 1.16 2.71 0.05 0.0996
H -1.25 2.86 -0.02 0.0960
H -1.36 1.15 -0.51 0.0850
H -1.86 1.60 1.93 0.0357
H -0.80 0.43 1.55 0.0016
```

total charge	-1
maximum force	0.71	eV/Å
LUMO	4.2	eV
frontier orbital gap	7.66	eV